# 1
C42H108N6O15 | the ωB97M-V functional and the def2-TZVPD basis

XYZ file:
```
171
Properties=species:S:1:pos:R:3:lowdin_charge:R:1
C 5.495 1.639 3.536 -0.13
O 4.750 1.321 2.395 -0.18
C 4.051 0.107 2.591 -0.23
C 3.600 -0.451 1.281 -0.24
N 4.648 -0.943 0.431 -0.03
C 4.007 -1.307 -0.864 -0.16
C 3.855 -0.070 -1.841 -0.21
O 5.067 0.643 -1.753 -0.22
C 5.206 1.741 -2.733 -0.04
H 5.288 1.264 4.538 0.09
H 5.527 2.726 3.616 0.08
H 6.533 1.362 3.349 0.09
H 3.213 0.294 3.263 0.11
H 4.715 -0.631 3.042 0.12
H 3.066 0.360 0.786 0.10
H 2.894 -1.262 1.455 0.11
H 5.144 -0.092 0.204 0.08
H 3.074 -1.857 -0.744 0.10
H 4.648 -2.036 -1.359 0.10
H 2.979 0.542 -1.623 0.09
H 3.736 -0.324 -2.894 0.11
H 6.076 2.360 -2.518 0.08
H 4.300 2.343 -2.663 0.07
H 5.456 1.320 -3.707 0.08
C -4.000 4.731 6.126 -0.06
O -5.124 4.059 5.454 -0.19
C -4.824 3.635 4.132 -0.20
C -4.040 2.284 4.041 -0.19
N -2.627 2.466 4.212 -0.08
C -1.968 1.206 3.823 -0.17
C -0.436 1.373 4.067 -0.18
O -0.244 1.200 5.465 -0.20
C 1.107 1.348 5.880 -0.10
H -4.381 4.943 7.125 0.08
H -3.945 5.720 5.673 0.08
H -3.032 4.230 6.141 0.07
H -4.314 4.453 3.622 0.10
H -5.756 3.546 3.573 0.11
H -4.223 1.672 3.158 0.11
H -4.394 1.643 4.848 0.12
H -2.355 2.498 5.184 0.10
H -2.148 0.976 2.773 0.09
H -2.403 0.429 4.452 0.12
H -0.008 2.301 3.686 0.12
H 0.100 0.529 3.634 0.10
H 1.169 1.241 6.963 0.09
H 1.652 2.278 5.718 0.09
H 1.672 0.517 5.456 0.07
C 3.641 3.834 0.083 -0.07
O 2.874 3.637 -1.142 -0.20
C 1.465 3.617 -0.879 -0.21
C 0.660 3.520 -2.208 -0.21
N 0.904 2.237 -2.779 -0.04
C 0.347 2.076 -4.146 -0.19
C 0.926 0.876 -4.880 -0.19
O 2.321 1.031 -5.270 -0.19
C 2.655 0.332 -6.472 -0.10
H 3.462 4.844 0.452 0.08
H 4.724 3.730 0.013 0.09
H 3.363 3.073 0.812 0.07
H 1.116 4.546 -0.429 0.11
H 1.168 2.812 -0.206 0.09
H 0.794 4.374 -2.871 0.12
H -0.383 3.616 -1.906 0.10
H 1.878 2.132 -3.026 0.08
H 0.680 2.931 -4.735 0.12
H -0.741 2.137 -4.115 0.10
H 0.305 0.625 -5.740 0.12
H 0.847 -0.027 -4.274 0.10
H 2.227 -0.658 -6.630 0.07
H 3.744 0.381 -6.501 0.09
H 2.299 0.859 -7.357 0.08
C -0.409 7.900 3.281 -0.13
O -0.195 6.653 3.883 -0.18
C -1.135 5.610 3.612 -0.20
C -0.865 4.992 2.214 -0.21
N -2.006 4.228 1.752 -0.04
C -1.827 3.482 0.501 -0.18
C -2.994 2.551 0.079 -0.20
O -2.763 1.263 0.575 -0.23
C -3.807 0.356 0.273 -0.09
H -1.391 8.337 3.463 0.08
H -0.221 7.946 2.208 0.08
H 0.171 8.662 3.801 0.09
H -2.124 6.066 3.570 0.11
H -1.242 4.842 4.378 0.10
H 0.089 4.463 2.209 0.11
H -0.735 5.896 1.619 0.10
H -2.241 3.582 2.493 0.06
H -0.864 2.972 0.497 0.09
H -1.702 4.243 -0.270 0.11
H -3.012 2.563 -1.010 0.11
H -3.962 2.985 0.332 0.12
H -4.692 0.844 0.681 0.09
H -3.640 -0.578 0.810 0.08
H -3.939 0.159 -0.791 0.07
C 0.235 -2.042 -10.447 -0.08
O -0.643 -2.140 -9.283 -0.21
C -1.029 -3.481 -9.092 -0.25
C -1.696 -3.623 -7.714 -0.20
N -0.813 -3.864 -6.568 -0.05
C 0.241 -2.831 -6.407 -0.20
C 0.939 -3.097 -5.073 -0.21
O -0.062 -2.933 -4.049 -0.21
C 0.472 -2.654 -2.742 -0.08
H 1.250 -2.343 -10.185 0.08
H 0.349 -0.979 -10.661 0.08
H -0.114 -2.642 -11.287 0.08
H -0.192 -4.177 -9.150 0.12
H -1.682 -3.720 -9.931 0.12
H -2.392 -4.448 -7.867 0.11
H -2.315 -2.731 -7.617 0.11
H -1.268 -3.956 -5.671 0.09
H -0.243 -1.855 -6.422 0.11
H 1.005 -2.995 -7.167 0.12
H 1.844 -2.498 -4.971 0.11
H 1.286 -4.130 -5.103 0.12
H -0.269 -1.998 -2.285 0.06
H 1.349 -2.014 -2.842 0.07
H 0.623 -3.504 -2.077 0.09
C 1.618 -3.101 5.299 -0.13
O 0.564 -3.628 4.554 -0.18
C -0.317 -2.629 4.080 -0.20
C -1.584 -3.216 3.444 -0.19
N -1.350 -3.835 2.164 -0.06
C -2.614 -4.260 1.535 -0.16
C -3.494 -5.351 2.276 -0.18
O -4.166 -4.667 3.341 -0.22
C -5.026 -5.507 4.100 -0.10
H 2.282 -3.954 5.435 0.08
H 1.347 -2.708 6.278 0.09
H 2.357 -2.444 4.841 0.09
H 0.190 -1.868 3.487 0.10
H -0.605 -2.118 4.999 0.12
H -2.321 -2.414 3.397 0.12
H -2.030 -3.888 4.177 0.12
H -0.941 -4.715 2.444 0.11
H -2.502 -4.523 0.483 0.11
H -3.153 -3.315 1.473 0.11
H -2.867 -6.169 2.631 0.12
H -4.195 -5.814 1.583 0.11
H -5.788 -5.994 3.491 0.08
H -5.604 -4.909 4.805 0.09
H -4.445 -6.276 4.609 0.09
C -2.374 -0.037 -3.265 -0.09
C -2.994 -0.817 -4.410 -0.29
O -4.322 -0.917 -3.953 -0.08
H -2.643 -0.486 -2.309 0.05
H -2.714 0.998 -3.226 0.08
H -1.289 -0.131 -3.308 0.05
H -2.511 -1.777 -4.587 0.10
H -2.901 -0.223 -5.319 0.11
H -4.558 -1.754 -3.546 0.09
C 2.391 -4.625 1.941 -0.09
C 3.160 -5.435 2.942 -0.36
O 4.253 -4.713 3.391 -0.06
H 1.566 -5.153 1.464 0.08
H 3.106 -4.327 1.174 0.08
H 2.040 -3.697 2.392 0.06
H 3.448 -6.299 2.344 0.11
H 2.547 -5.688 3.807 0.11
H 4.791 -4.519 2.620 0.09
C 0.119 0.086 -0.199 -0.06
C -0.515 -1.129 0.537 -0.32
O 0.254 -2.288 0.574 -0.11
H 0.721 0.632 0.527 0.06
H -0.685 0.765 -0.484 0.05
H 0.644 -0.272 -1.084 0.05
H -1.447 -1.325 0.006 0.09
H -0.674 -0.867 1.582 0.09
H -0.216 -2.917 1.127 0.01
```

energy relative to the best compared isomer or geometry (same formula, charge and spin) = 263.5 kJ/mol
energy = -3121.7486 a.u.
lowest unoccupied orbital energy = 0.3970 eV

---

# 2
C2H5ClN2OS | the ωB97M-V functional and the def2-TZVPD basis

XYZ file:
```
12
Properties=species:S:1:pos:R:3:lowdin_charge:R:1
C -0.645 0.428 -1.824 -0.42
C -1.350 0.585 0.404 -0.61
N 1.317 -0.694 -0.172 -0.40
N -0.416 0.314 -0.524 -0.11
O -1.632 0.907 -2.349 0.00
S 1.628 -1.040 1.282 0.81
Cl -2.047 -0.918 1.122 0.52
H 0.154 -0.009 -2.534 0.14
H -2.060 1.119 -0.118 0.06
H -0.894 1.070 1.214 0.06
H 0.690 -1.430 -0.483 0.02
H 2.148 0.166 1.660 -0.08
```

energy relative to the best compared isomer or geometry (same formula, charge and spin) = 344.4 kJ/mol
energy = -1122.1943 a.u.
lowest unoccupied orbital energy (alpha / beta) = -1.4665 / -1.4662 eV

---

# 3
C42H37IrN5O6S3 | the ωB97M-V functional and the def2-TZVPD basis

XYZ file:
```
94
Properties=species:S:1:pos:R:3:lowdin_charge:R:1
Ir -0.523 1.239 -1.469 1.26
C 7.299 -7.901 4.843 -0.07
O 6.213 -7.185 5.419 -0.07
C 5.525 -6.342 4.621 -0.28
C 4.411 -5.732 5.197 0.01
C 3.645 -4.861 4.454 -0.03
C 3.969 -4.574 3.127 -0.16
C 5.089 -5.173 2.569 -0.01
C 5.868 -6.056 3.303 0.00
C 3.152 -3.674 2.303 -0.25
N 3.492 -3.192 1.130 0.20
C 2.420 -2.436 0.732 -0.16
C 1.419 -2.462 1.664 -0.12
N 1.898 -3.263 2.673 0.19
C 0.167 -1.792 1.487 -0.05
C -0.930 -1.796 2.355 0.03
C -2.075 -1.122 2.000 -0.02
C -2.113 -0.431 0.789 -0.11
N -1.077 -0.395 -0.036 0.02
C 0.039 -1.057 0.306 -0.15
C 1.108 -0.958 -0.646 -0.13
N 0.898 -0.124 -1.707 -0.04
C 1.867 -0.009 -2.612 -0.09
C 3.064 -0.723 -2.520 0.00
C 3.289 -1.540 -1.445 0.04
C 2.292 -1.661 -0.471 -0.06
H 7.652 -8.579 5.612 0.09
H 8.107 -7.225 4.557 0.10
H 6.973 -8.476 3.974 0.10
H 4.170 -5.957 6.228 0.13
H 2.793 -4.391 4.935 0.11
H 5.349 -4.942 1.544 0.12
H 6.734 -6.509 2.841 0.11
H 1.433 -3.506 3.529 0.15
H -0.880 -2.329 3.298 0.12
H -2.942 -1.111 2.648 0.12
H -3.005 0.095 0.473 0.11
H 1.693 0.681 -3.420 0.07
H 3.807 -0.595 -3.294 0.12
H 4.218 -2.083 -1.319 0.13
O -1.560 2.268 0.708 -0.61
S -1.452 2.806 2.113 1.02
C -2.714 4.137 2.182 -0.29
C -3.255 4.431 0.785 -0.24
C -4.327 3.443 0.339 -0.23
C -4.851 3.731 -1.062 -0.28
S -3.709 3.183 -2.404 1.03
O -2.422 2.719 -1.781 -0.65
C -4.657 1.745 -2.872 -0.40
C -4.334 0.496 -2.377 -0.08
C -5.070 -0.607 -2.799 -0.06
C -6.118 -0.447 -3.694 -0.07
C -6.446 0.819 -4.168 -0.07
C -5.710 1.921 -3.764 -0.09
C -0.010 3.845 2.187 -0.40
C 0.369 4.604 1.088 -0.09
C 1.452 5.459 1.208 -0.06
C 2.129 5.565 2.420 -0.07
C 1.746 4.794 3.508 -0.07
C 0.674 3.917 3.391 -0.08
H -2.224 5.005 2.619 0.09
H -3.497 3.799 2.864 0.09
H -2.433 4.411 0.071 0.09
H -3.671 5.442 0.784 0.13
H -5.171 3.492 1.033 0.12
H -3.928 2.427 0.368 0.09
H -5.013 4.801 -1.214 0.09
H -5.785 3.206 -1.256 0.09
H -3.503 0.386 -1.700 0.07
H -4.816 -1.593 -2.426 0.11
H -6.682 -1.309 -4.027 0.11
H -7.271 0.945 -4.857 0.11
H -5.949 2.910 -4.143 0.12
H -0.154 4.504 0.144 0.11
H 1.772 6.040 0.352 0.12
H 2.961 6.251 2.514 0.11
H 2.282 4.871 4.446 0.11
H 0.372 3.297 4.228 0.11
O -1.525 -0.018 -2.759 -0.28
N -1.195 0.033 -4.057 -0.16
C -1.564 -1.024 -4.820 0.00
C -1.291 -1.034 -6.156 -0.04
C -0.641 0.073 -6.721 -0.05
C -0.283 1.128 -5.921 -0.06
C -0.553 1.097 -4.543 -0.61
S -0.070 2.324 -3.455 0.82
H -2.073 -1.809 -4.283 0.14
H -1.581 -1.891 -6.747 0.12
H -0.418 0.095 -7.780 0.12
H 0.220 1.999 -6.319 0.12
O 1.441 1.453 0.492 -0.05
C 1.883 2.365 -0.210 -0.54
O 1.279 2.800 -1.248 -0.24
H 2.837 2.845 0.048 0.14
```

energy relative to the best compared isomer or geometry (same formula, charge and spin) = 350.6 kJ/mol
energy = -3646.5694 a.u.
net charge = +1
lowest unoccupied orbital energy = -2.7604 eV

---

# 4
C18H20N3O7RhS | the ωB97M-V functional and the def2-TZVPD basis

XYZ file:
```
50
Properties=species:S:1:pos:R:3:lowdin_charge:R:1
Rh 1.027 0.493 -0.921 1.28
O 1.324 0.428 -3.076 -0.11
C 2.566 -0.291 -3.169 -0.18
C 3.611 0.349 -2.269 -0.12
N 3.110 0.518 -0.885 -0.25
C 3.493 1.842 -0.334 -0.07
C 2.587 2.908 -0.947 -0.62
O 2.981 4.028 -1.166 0.09
O 1.386 2.467 -1.201 -0.13
C 3.442 -0.549 0.082 -0.07
C 2.327 -0.633 1.154 -0.62
O 2.405 -1.439 2.044 0.10
O 1.376 0.268 1.026 -0.13
H 1.447 1.356 -3.335 0.12
H 2.329 -1.309 -2.865 0.11
H 2.913 -0.306 -4.203 0.13
H 4.539 -0.229 -2.279 0.14
H 3.842 1.345 -2.653 0.14
H 3.300 1.827 0.738 0.14
H 4.548 2.054 -0.511 0.14
H 3.547 -1.508 -0.425 0.11
H 4.387 -0.333 0.586 0.14
C -4.311 1.370 4.524 -0.05
C -3.817 1.172 3.118 -0.27
C -2.746 1.914 2.625 -0.03
C -2.310 1.759 1.321 -0.04
C -2.954 0.847 0.498 -0.28
C -4.018 0.091 0.965 -0.05
C -4.442 0.259 2.273 -0.04
S -2.359 0.620 -1.147 0.61
O -2.047 1.906 -1.691 -0.28
O -3.261 -0.272 -1.825 -0.30
N -0.930 -0.126 -0.942 -0.20
C -0.687 -1.455 -0.872 -0.36
C -1.577 -2.527 -0.700 0.02
C -1.037 -3.782 -0.571 -0.04
C 0.352 -3.965 -0.614 -0.06
C 1.151 -2.866 -0.791 -0.12
N 0.649 -1.633 -0.941 0.02
H -3.579 1.905 5.128 0.08
H -4.521 0.415 5.005 0.08
H -5.236 1.950 4.527 0.09
H -2.245 2.623 3.274 0.12
H -1.479 2.339 0.940 0.12
H -4.511 -0.605 0.301 0.11
H -5.274 -0.329 2.645 0.12
H -2.639 -2.343 -0.674 0.10
H -1.688 -4.634 -0.422 0.11
H 0.798 -4.941 -0.506 0.11
H 2.228 -2.976 -0.840 0.11
```

energy relative to the best compared isomer or geometry (same formula, charge and spin) = 0.0 kJ/mol
energy = -1897.6283 a.u.
lowest unoccupied orbital energy = -0.3305 eV

---

# 5
C19H16F3HfN7O7S2 | the ωB97M-V functional and the def2-TZVPD basis

XYZ file:
```
55
Properties=species:S:1:pos:R:3:lowdin_charge:R:1
Hf -0.524 0.040 -0.026 1.62
N -3.572 0.617 3.390 0.09
C -2.972 0.148 2.282 -0.84
S -1.576 -0.831 2.429 0.75
N -3.543 0.450 1.131 0.00
N -2.823 0.139 0.049 -0.15
C -3.449 0.054 -1.066 -0.06
C -2.692 -0.144 -2.283 -0.25
C -3.308 -0.629 -3.434 0.00
C -2.551 -0.802 -4.574 -0.04
C -1.218 -0.414 -4.556 -0.03
C -0.685 0.074 -3.378 -0.09
N -1.384 0.173 -2.247 0.03
H -3.274 0.252 4.275 0.08
H -4.435 1.126 3.305 0.10
H -4.528 0.157 -1.104 0.14
H -4.361 -0.874 -3.408 0.12
H -2.991 -1.221 -5.469 0.11
H -0.597 -0.502 -5.435 0.11
H 0.339 0.414 -3.341 0.12
O -1.666 3.810 0.896 0.11
C -1.020 2.796 0.798 -0.54
O -1.053 1.951 -0.196 -0.17
C -0.049 2.390 1.889 -0.20
C 0.390 3.300 2.835 0.02
C 1.353 2.896 3.736 -0.03
C 1.820 1.589 3.676 -0.03
C 1.294 0.733 2.730 -0.14
N 0.370 1.123 1.850 -0.07
H -0.010 4.303 2.807 0.13
H 1.748 3.582 4.474 0.11
H 2.579 1.232 4.358 0.11
H 1.596 -0.304 2.671 0.11
F -1.637 -3.657 1.899 0.10
C -0.607 -4.011 1.150 -0.66
F -1.013 -4.979 0.319 0.13
F 0.352 -4.495 1.942 0.14
S 0.109 -2.672 0.060 0.56
O -1.094 -2.042 -0.515 -0.38
O 0.954 -3.486 -0.747 -0.23
O 0.752 -1.664 0.923 -0.41
C 3.573 -1.825 -1.945 0.01
N 3.241 -0.584 -1.251 -0.03
C 4.209 0.254 -0.761 -0.04
C 3.907 1.432 -0.202 0.03
C 2.513 1.840 -0.072 -0.46
O 2.176 2.936 0.333 0.08
N 1.571 0.899 -0.495 0.10
C 1.931 -0.225 -1.095 -0.53
O 0.996 -0.946 -1.538 -0.14
H 4.561 -2.155 -1.633 0.09
H 3.571 -1.668 -3.025 0.10
H 2.836 -2.583 -1.702 0.07
H 5.226 -0.097 -0.874 0.13
H 4.668 2.104 0.163 0.11
```

energy relative to the best compared isomer or geometry (same formula, charge and spin) = 94.0 kJ/mol
energy = -2787.8925 a.u.
lowest unoccupied orbital energy = -0.5391 eV